{"formula": "C40H34IrN2OSe2Si2", "method": "ωB97M-V/def2-TZVPD", "orbital_gap_ha": [0.1095, 0.1349], "spin_multiplicity": 2, "charge": 2, "largest_force_ev_per_a": 6.59, "e_homo_ev": [-13.02, -13.02], "s_squared": 0.832, "species": ["C", "C", "H", "C", "C", "C", "Si", "H", "H", "Si", "C", "H", "H", "N", "N", "C", "H", "C", "H", "C", "H", "C", "H", "Se", "C", "H", "C", "H", "C", "H", "C", "H", "C", "C", "C", "C", "C", "H", "C", "C", "H", "H", "C", "C", "C", "H", "C", "C", "H", "C", "H", "C", "Ir", "C", "H", "C", "C", "H", "H", "H", "C", "H", "C", "C", "H", "H", "H", "H", "C", "C", "H", "Se", "C", "C", "H", "C", "C", "H", "O", "H", "H", "H"], "xyz": [[1.748, 0.551, -3.584], [3.501, 2.566, -1.266], [6.604, -4.707, -0.054], [-2.343, -2.523, 1.546], [6.219, 2.545, -0.770], [-2.740, -1.240, -2.590], [3.128, -0.267, -1.250], [0.198, -2.032, 5.838], [0.488, 5.484, 0.364], [-2.612, -0.035, 0.039], [4.016, -2.556, 0.196], [-0.448, 5.915, -1.918], [1.371, -2.129, 1.712], [0.454, -0.410, 2.354], [-0.069, 2.324, -0.585], [-4.191, -3.705, 2.506], [2.442, 2.587, -1.463], [5.521, 1.348, -0.844], [-4.992, 1.504, -4.084], [2.554, -1.506, -5.243], [-0.862, 1.673, -2.372], [2.648, -0.396, -3.132], [-3.483, 1.078, 0.563], [-0.710, 2.041, 2.970], [-4.577, -1.720, 1.216], [1.238, -0.649, -6.692], [4.198, 3.761, -1.190], [3.144, -2.368, 0.797], [-3.232, -1.373, -3.875], [5.724, -1.284, -2.436], [4.160, 1.358, -1.102], [-2.117, -2.021, -2.178], [0.181, 4.675, -0.280], [-5.064, -2.784, 1.955], [-3.860, 0.875, -2.383], [-3.073, -0.128, -1.819], [-2.828, -3.578, 2.298], [-4.572, -4.520, 3.100], [-0.574, 2.546, -1.800], [1.638, -0.574, -5.693], [3.676, 4.696, -1.331], [2.877, -2.308, -5.888], [0.295, -1.563, 4.870], [4.839, -3.632, 0.490], [-0.713, 3.818, -2.322], [0.524, 1.194, -5.212], [-0.054, 0.265, 3.387], [1.234, 0.458, -4.866], [6.054, 0.423, -0.695], [-0.161, -0.271, 4.660], [-1.107, 3.949, -3.318], [4.317, -1.717, -0.863], [-0.229, 0.212, 0.319], [5.968, -3.862, -0.274], [-0.599, 0.311, 5.456], [-4.355, 0.737, -3.668], [5.561, 3.748, -0.949], [-6.127, -2.887, 2.110], [-4.116, 1.753, -1.808], [-2.142, -4.293, 2.726], [5.460, -1.938, -1.616], [6.108, 4.678, -0.900], [-4.044, -0.388, -4.414], [0.879, -2.246, 3.809], [7.176, -3.178, -1.906], [7.281, 2.530, -0.574], [4.592, -4.284, 1.313], [3.769, -2.167, -3.618], [0.937, -1.636, 2.572], [-0.336, 4.908, -1.545], [-5.273, -1.009, 0.796], [1.117, 2.988, 1.880], [-3.210, -1.578, 1.012], [0.300, 3.362, 0.160], [1.284, -3.237, 3.941], [6.286, -3.011, -1.318], [3.062, -1.424, -3.953], [-4.434, -0.497, -5.413], [1.789, -0.258, -0.453], [-2.991, -2.251, -4.455], [-1.276, -2.439, 1.368], [1.445, 1.366, -2.947]], "lowdin_spin": [0.000, -0.002, 0.000, 0.004, -0.001, 0.000, 0.004, 0.000, 0.000, -0.013, -0.001, 0.000, 0.003, 0.050, 0.045, 0.000, 0.000, -0.001, 0.000, 0.000, 0.004, 0.005, 0.002, -0.093, -0.002, 0.000, 0.000, 0.000, 0.000, 0.000, -0.001, 0.000, -0.001, -0.001, -0.001, 0.005, 0.000, 0.000, 0.012, 0.000, 0.000, 0.000, -0.002, 0.000, 0.004, 0.000, -0.003, 0.000, 0.000, -0.002, 0.000, -0.003, 0.972, -0.001, 0.000, 0.000, -0.002, 0.000, 0.000, 0.000, -0.001, 0.000, -0.003, 0.002, 0.000, 0.000, 0.000, 0.000, 0.010, -0.001, 0.000, -0.011, -0.007, -0.002, 0.000, 0.000, 0.001, 0.000, 0.030, 0.000, 0.004, 0.000]}

{"formula": "C3H8O2", "method": "ωB97M-V/def2-TZVPD", "orbital_gap_ha": 0.3776, "largest_force_ev_per_a": 0.78, "e_homo_ev": -9.77, "species": ["C", "H", "H", "H", "C", "O", "H", "H", "C", "H", "O", "H", "H"], "xyz": [[-1.498, 0.235, 0.360], [-1.428, 0.244, 1.456], [-0.164, -1.464, 0.128], [0.511, -0.681, -1.977], [-0.274, -0.430, -0.243], [2.137, -0.196, -0.533], [-1.587, 1.269, 0.001], [1.194, 0.138, 1.483], [1.037, 0.320, 0.023], [1.924, -0.157, 0.838], [-0.368, -0.393, -1.659], [-2.406, -0.307, 0.075], [0.921, 1.422, 0.047]], "nbo_charge": [-0.631, 0.213, 0.167, 0.490, 0.036, -0.795, 0.217, 0.019, 0.129, 0.442, -0.700, 0.233, 0.181]}

{"formula": "CH3FO4PS", "method": "ωB97M-V/def2-TZVPD", "orbital_gap_ha": 0.3290, "charge": -1, "largest_force_ev_per_a": 4.10, "e_homo_ev": -5.15, "species": ["P", "H", "O", "F", "O", "O", "S", "C", "H", "O", "H"], "xyz": [[0.636, 0.983, 0.032], [-0.356, -0.904, -1.402], [-0.575, -0.084, 1.715], [1.235, -1.566, 2.791], [-0.646, 1.028, -1.091], [1.580, 0.885, 2.453], [0.441, 0.082, 2.803], [-1.041, -0.062, -1.864], [-0.788, 0.063, -2.994], [1.592, -0.041, -0.493], [-2.078, -0.385, -1.951]], "nbo_charge": [1.559, 0.203, -0.986, -0.636, -0.859, -0.960, 1.737, -0.266, 0.145, -1.103, 0.165]}

{"formula": "C4H8O", "method": "ωB97M-V/def2-TZVPD", "orbital_gap_ha": 0.3219, "largest_force_ev_per_a": 0.56, "e_homo_ev": -8.23, "species": ["H", "H", "C", "H", "H", "H", "O", "H", "C", "C", "C", "H", "H"], "xyz": [[-0.916, -1.233, -1.254], [0.718, -2.084, 0.340], [1.043, -1.207, -0.234], [0.124, 0.175, -1.645], [1.253, -0.274, 1.484], [-0.879, 1.882, 1.475], [1.635, -0.192, 0.601], [-0.703, 2.128, -0.313], [-1.053, 1.453, 0.482], [-0.179, -0.526, -0.847], [-0.707, 0.032, 0.437], [-2.154, 1.352, 0.412], [1.819, -1.503, -0.940]], "nbo_charge": [0.245, 0.185, -0.054, 0.180, 0.487, 0.241, -0.723, 0.191, -0.781, -0.596, 0.164, 0.278, 0.185]}

{"formula": "C39H31BO14S", "method": "ωB97M-V/def2-TZVPD", "orbital_gap_ha": 0.2876, "smiles": "O=C1C=CC(=O)C=C1.O=C1C=CC(=O)C=C1.O=C1C=CC(=O)C=C1.O=C1C=CC(=O)C=C1.O=C1C=CC(=O)C=C1.O=C1C=CC(=O)C=C1.O=C(O)CCBS", "largest_force_ev_per_a": 0.77, "e_homo_ev": -9.72, "species": ["H", "C", "O", "H", "C", "C", "C", "C", "H", "O", "C", "C", "H", "C", "C", "O", "H", "C", "O", "H", "O", "C", "C", "H", "C", "O", "H", "H", "H", "C", "H", "O", "H", "C", "C", "C", "C", "H", "C", "H", "H", "H", "O", "H", "O", "C", "C", "B", "H", "C", "H", "C", "C", "C", "C", "H", "C", "S", "H", "H", "O", "O", "C", "H", "O", "H", "C", "O", "C", "C", "C", "C", "H", "O", "H", "C", "C", "H", "H", "C", "H", "C", "C", "C", "H", "H"], "xyz": [[3.205, 3.610, 3.122], [2.749, 7.617, 11.687], [8.078, 0.627, -6.628], [-1.309, -1.449, -5.299], [2.103, -1.683, -5.806], [9.425, -1.878, -3.699], [3.316, -0.826, -5.580], [0.225, 2.767, 4.757], [-0.550, 2.012, 4.687], [-7.658, -3.000, -4.401], [2.397, 4.645, 4.788], [2.390, 8.164, 8.896], [2.249, 8.459, 7.864], [-2.423, -0.262, 3.257], [-3.681, -1.312, 1.436], [-9.298, -7.332, -1.838], [-4.507, -1.877, 1.023], [2.414, 3.697, 3.855], [2.348, 10.425, 9.557], [-0.577, 3.797, 6.429], [9.831, -2.619, -2.829], [1.046, -1.413, -4.679], [-7.830, -5.347, -4.385], [7.315, -2.078, -3.158], [7.979, -1.588, -3.858], [3.284, 0.334, -6.315], [0.804, 0.789, -6.611], [3.429, 1.099, -5.745], [11.414, -1.452, -4.509], [-2.822, -4.902, -3.207], [0.897, -2.330, -4.107], [-2.333, 0.022, 4.434], [6.482, -0.554, -4.940], [1.292, 4.728, 5.777], [-9.137, -4.983, -1.858], [7.535, -0.772, -4.811], [-3.203, -3.710, -4.014], [-2.140, -5.597, -3.682], [-8.925, -6.341, -2.425], [-0.539, 0.701, 2.719], [-0.726, 0.177, 0.278], [-4.326, -1.328, 3.457], [1.277, 5.591, 6.629], [-8.094, -7.436, -4.128], [-4.664, -4.267, -0.243], [8.474, -0.118, -5.757], [2.639, 8.889, 11.317], [-0.291, -0.841, -5.265], [1.695, -1.469, -6.795], [0.211, 3.716, 5.690], [-3.035, -5.941, -1.369], [2.450, 9.264, 9.891], [-4.132, -2.734, -3.397], [-2.637, -0.877, 0.470], [-1.374, 0.158, 2.296], [-4.390, -1.872, -3.998], [2.689, 6.517, 10.689], [-0.356, 0.857, -5.940], [1.447, -0.671, -3.980], [2.680, 9.711, 12.021], [-2.756, -3.543, -5.128], [1.347, 1.829, 2.909], [-4.229, -4.106, -1.366], [-7.326, -5.385, -5.342], [-2.736, -1.141, -0.711], [-8.870, -2.895, -2.114], [-4.605, -2.922, -2.170], [2.789, 5.358, 11.029], [9.924, -0.408, -5.600], [-3.296, -5.086, -1.979], [10.364, -1.223, -4.647], [1.328, 2.690, 3.765], [2.454, 6.077, 8.553], [4.220, -1.081, -4.834], [2.886, 7.316, 12.718], [-3.582, -1.026, 2.731], [2.501, 6.891, 9.264], [10.585, 0.083, -6.304], [2.416, -2.725, -5.770], [-8.729, -3.895, -2.504], [-9.637, -4.944, -0.899], [-8.043, -3.990, -3.818], [-1.475, -0.123, 1.000], [-8.237, -6.436, -3.739], [-5.279, -2.224, -1.692], [3.174, 5.394, 4.877]], "lowdin_charge": [0.123, 0.017, 0.104, 0.019, -0.111, -0.389, -0.508, 0.034, 0.104, 0.098, 0.027, 0.024, 0.122, -0.375, 0.029, 0.109, 0.110, 0.025, 0.103, 0.126, 0.102, -0.188, 0.020, 0.123, 0.025, 0.071, -0.162, 0.126, 0.120, 0.025, 0.095, 0.098, 0.093, -0.369, 0.023, 0.026, -0.380, 0.121, -0.386, 0.082, 0.124, 0.123, 0.093, 0.122, 0.090, -0.382, 0.017, -0.522, 0.112, 0.033, 0.121, -0.387, 0.024, -0.367, 0.029, 0.130, -0.382, 0.751, 0.104, 0.120, 0.091, 0.093, -0.388, 0.122, 0.100, 0.122, -0.008, 0.105, 0.017, 0.023, 0.017, -0.367, 0.094, 0.114, 0.120, 0.027, 0.019, 0.120, 0.124, 0.018, 0.122, -0.393, 0.033, 0.021, 0.122, 0.123]}

- Which formula does entry 3 have?
  CH3FO4PS